A structure of composition C41H34N4OP2RuSbSe4 in a non-equilibrium geometry. Source: the Open Molecules 2025 dataset; level of theory: ωB97M-V with the def2-TZVPD basis set.

```
! RIJCOSX wB97M-V def2-TZVPD def2/J DEFGRID3
* xyz -2 2
Ru -0.597 0.237 0.316
C -2.192 -1.539 2.515
P -2.344 -1.144 0.697
C -4.029 -0.475 0.433
C -4.301 -0.048 -0.869
C -5.549 0.459 -1.195
C -6.540 0.551 -0.225
C -6.271 0.141 1.071
C -5.022 -0.369 1.399
C -2.542 -2.778 -0.096
C -2.199 -2.887 -1.440
C -2.351 -4.093 -2.110
C -2.850 -5.199 -1.438
C -3.204 -5.096 -0.099
C -3.055 -3.890 0.569
C -1.155 -0.668 3.189
C -0.497 -0.755 4.398
C 0.558 0.205 4.356
C 0.487 0.828 3.125
C 1.389 1.821 2.434
P 0.994 2.013 0.615
C 2.565 2.525 -0.128
C 3.811 2.512 0.481
C 4.933 2.933 -0.218
C 4.826 3.351 -1.534
C 3.586 3.358 -2.160
C 2.463 2.953 -1.457
C 0.210 3.680 0.513
C 0.808 4.775 1.134
C 0.253 6.041 1.030
C -0.895 6.233 0.274
C -1.480 5.158 -0.376
C -0.933 3.887 -0.254
N -0.563 0.304 2.446
H -1.845 -2.575 2.552
H -3.160 -1.511 3.018
H -3.513 -0.089 -1.617
H -5.742 0.791 -2.207
H -7.515 0.951 -0.478
H -7.033 0.224 1.838
H -4.832 -0.662 2.423
H -1.792 -2.027 -1.961
H -2.053 -4.159 -3.149
H -2.954 -6.146 -1.955
H -3.590 -5.959 0.431
H -3.339 -3.823 1.613
H -0.705 -1.449 5.200
H 1.290 0.387 5.130
H 2.404 1.422 2.472
H 1.401 2.796 2.927
H 3.932 2.150 1.492
H 5.902 2.906 0.267
H 5.711 3.653 -2.083
H 3.490 3.643 -3.198
H 1.497 2.937 -1.954
H 1.728 4.640 1.692
H 0.726 6.879 1.528
H -1.326 7.224 0.183
H -2.366 5.300 -0.982
H -1.386 3.048 -0.766
N 3.700 -1.301 -2.363
C 4.520 -2.023 -1.541
C 4.397 -1.445 -0.309
N 3.516 -0.393 -0.360
C 3.115 -0.345 -1.609
H 3.481 -1.465 -3.338
H 5.088 -2.867 -1.891
H 4.869 -1.745 0.613
H 2.366 0.315 -2.019
O -2.650 2.084 1.712
C -1.781 1.526 1.229
Se 0.796 -2.004 -4.710
Sb 0.719 0.381 -5.087
Se -0.827 0.481 -2.102
Se 2.289 0.723 -7.232
Se 3.216 1.099 -5.078
N 3.438 -6.127 0.539
C 2.828 -5.151 0.466
C 2.076 -3.934 0.391
C 1.822 -3.200 1.547
C 1.105 -2.017 1.477
C 0.594 -1.510 0.268
C 0.896 -2.268 -0.878
C 1.618 -3.446 -0.833
H 2.197 -3.556 2.500
H 0.961 -1.476 2.402
H 0.575 -1.927 -1.853
H 1.829 -3.985 -1.750
*
```

Properties
Expectation value of S²: 0.757
Kohn-Sham gap (alpha / beta) in eV: 6.040 / 5.825
Highest occupied orbital energy (alpha / beta) in eV: -1.99 / -1.83
Molecular weight in g/mol: 1199.4
Calculated total energy in a.u.: -12500.81968